105
Properties=species:S:1:pos:R:3 method="wB97M-V/def2-TZVPD" gap_ev="6.0 / 4.1" charge=+2 molar_mass_g_mol=981.68 energy_ha=-4586.96999 homo_ev="-10.986 / -12.557" multiplicity=5 s2=6.0580 lumo_energy_ev="-4.962 / -8.410" e_above_lowest_ev=1.010
C -3.2312 2.4295 -4.4330
C -1.2533 1.8591 5.9258
C -2.1662 0.1923 -5.7162
H -0.5439 -3.8102 -5.9388
Cl 5.9134 2.7504 1.0993
H -2.9405 -3.7366 0.6435
H 1.1173 0.7962 7.8876
C -1.6989 1.4784 -6.0103
C -1.1781 -2.8399 -3.4832
C 0.0740 0.6150 7.6295
C 0.2437 -0.2005 -3.8964
H 1.0595 -2.6557 -2.1244
C -0.9171 -3.3350 1.2129
C 4.0964 -2.9235 2.4872
N 0.9630 -0.1192 -2.6539
C -1.6740 -0.6940 1.6003
N 0.2789 2.3040 1.2022
C 4.4649 3.2196 2.0385
H -1.7276 -0.9188 -7.4511
C -2.2173 2.5865 -5.3756
H -4.5538 1.0491 -3.4567
H 0.1110 -4.8892 -4.7269
H -0.9303 1.6130 -6.7558
H 1.2583 -4.7626 2.3060
H 0.2675 -1.9877 -6.8447
Rh 1.1826 0.2240 1.9025
H -1.9693 -2.6270 -4.1923
H 1.1500 4.9290 4.8824
C -1.5698 -1.0123 -6.3716
C 0.2428 3.4201 2.0082
C 1.6312 -0.5458 5.4709
C 0.5265 -0.3607 -1.4136
Cl 3.6549 4.6270 1.2705
C 0.2065 -2.8176 -4.1379
C -0.0889 5.8160 3.3809
Cl 4.9280 3.6437 3.7202
C 2.5127 0.3344 -1.3238
H -1.2555 -2.1381 -2.6581
C 2.2168 -1.4936 2.0427
C 1.9035 -3.8991 2.2597
S -1.1315 4.0291 -0.0945
C 1.3630 -2.6331 1.9672
N 1.4863 -0.0816 -0.5429
H 1.4224 2.7904 3.6912
H 1.2117 -4.2403 -2.8576
C -3.4361 0.9916 1.6977
C 3.5336 2.1436 2.0688
H -3.6316 -0.9127 -4.6029
H 3.4635 0.6497 -0.9479
N 2.7546 1.2886 2.1027
H -1.3544 -3.8357 -3.0833
C -4.3375 0.0960 1.1559
H -0.5865 -4.3560 1.1148
H -3.7478 1.9923 1.9474
C -0.6928 5.6741 2.1491
C -3.7453 1.1627 -4.1609
N 2.2130 0.3265 -2.5933
C -3.9432 -1.2182 0.8962
C 3.5766 -1.6581 2.2497
H 2.2535 -2.9257 -3.3922
H 0.4397 -0.2720 -6.5673
H -0.2189 6.7313 3.9374
Cl -3.8670 3.7994 -3.6169
H 2.5269 -0.1615 4.9799
H 1.2083 -3.9470 -5.7169
N -0.3641 -1.0173 1.7232
H -0.8401 2.7654 5.4793
C 0.6797 4.7854 3.9222
H 1.3796 -1.4908 4.9873
C 1.2489 -3.1740 -3.0605
C 3.2517 -4.0340 2.5022
H -1.7948 2.1163 6.8299
C 0.2485 -3.9224 -5.2046
C -0.3823 2.4958 0.1057
O 1.9678 -1.3407 -4.9852
O 0.2136 0.7553 4.0598
H -0.1780 -0.4225 7.8563
C 0.5059 0.4187 5.2233
H 0.5395 0.6794 -4.4721
H 5.1541 -3.0481 2.6536
H -0.4560 -0.7129 -1.1717
H -1.9430 1.4046 5.2133
C -3.2170 0.0635 -4.8057
C -0.0525 -1.1729 -6.1943
H -1.8516 3.5746 -5.6088
N -0.1846 0.9276 6.2399
H 1.8358 -0.7228 6.5189
H 4.2531 -0.8159 2.2400
H -2.0993 -1.9106 -6.0579
C -2.6377 -1.6443 1.1296
H -4.6623 -1.9226 0.5090
C 0.0023 -2.3713 1.6202
C 0.5734 -1.4280 -4.7886
H -1.4444 1.2494 2.4655
C -0.5125 4.4806 1.4673
C -2.2199 -2.9934 0.9378
H -0.8236 -0.1608 -3.6837
C -2.1269 0.5957 1.9449
H 2.2550 -2.0011 -5.6275
C 0.8460 3.5906 3.2558
H 3.6664 -5.0128 2.6918
H -5.3569 0.3920 0.9742
H -0.4932 1.7531 -0.6629
H -1.2924 6.4619 1.7258
H -0.5364 1.2564 8.2585